No. 1
The following is a quantum chemistry calculation of a structure of composition C28H24Cl5InN5 in a non-equilibrium geometry, from the Open Molecules 2025 dataset.

Cartesian coordinates (Å):
In 0.23153 -0.65078 -0.16462
C -2.23680 -3.36314 1.93814
C -0.88821 -3.23929 2.59625
C -0.34694 -4.35664 3.23038
C 0.92042 -4.33061 3.77890
C 1.68957 -3.17786 3.69982
C 1.19635 -2.04226 3.07897
C 2.02114 -0.78704 2.99844
C -0.10221 -2.08593 2.55413
N -0.52362 -0.92174 1.83286
C -1.57321 -0.21452 2.08939
C -2.40565 -0.38900 3.31241
C -1.91618 0.89198 1.16150
C -2.87136 1.95813 1.58767
N -1.28934 0.90836 0.01640
C -1.38347 1.96235 -0.83958
C -0.96433 2.38598 -3.60883
C -1.37153 1.01149 -4.03136
C -1.23325 3.60252 -4.18448
C -0.84709 4.85857 -3.74865
C -0.11957 4.99000 -2.57143
C 0.30285 4.00062 -1.73803
C 1.02363 4.03214 -0.44211
H -2.29192 -4.31510 1.41097
H -2.42973 -2.57803 1.20765
H -3.04226 -3.35074 2.67496
H -0.93019 -5.26849 3.26199
H 1.32309 -5.21644 4.25060
H 2.68892 -3.16324 4.11533
H 2.99852 -0.94724 3.44976
H 1.54216 0.04783 3.51277
H 2.21299 -0.47025 1.96642
H -1.98703 -1.13737 3.97842
H -3.42100 -0.67755 3.03488
H -2.47758 0.56396 3.83793
H -2.51479 2.45591 2.49238
H -3.85468 1.54066 1.81084
H -2.97760 2.70001 0.80037
H -0.98807 0.24913 -3.35057
H -0.96240 0.79543 -5.01933
H -2.45526 0.89419 -4.07167
H -1.78036 3.51743 -5.11993
H -1.11931 5.73380 -4.31553
H 0.19453 5.98062 -2.25509
H 1.42528 5.03602 -0.30633
H 1.86892 3.33682 -0.43271
H 0.37345 3.81606 0.41012
Cl 3.08291 -1.85319 -0.58313
C 2.81658 -0.48833 -1.62461
C 1.65289 0.25086 -1.44429
C 1.45266 1.34043 -2.25010
Cl -0.33814 2.37456 -1.98855
C 2.33833 1.71993 -3.24271
Cl 2.10374 3.11670 -4.22097
C 3.49793 0.95401 -3.41900
Cl 4.62980 1.38437 -4.62419
C 3.74448 -0.15897 -2.60458
Cl 5.15973 -1.09041 -2.81542
N -0.53489 -2.43882 -0.89709
C -0.39229 -3.56578 -0.54896
N -0.37138 -4.76414 -0.20982
C 0.75179 -5.39957 0.12454
N 1.69741 -5.96839 0.45845

Summary:
Net charge = +1
F_max = 1.70 eV/Å


No. 2
The following is a quantum chemistry calculation of a cluster of 2 separate species, C2HI2O3P in total in a non-equilibrium geometry, from the Open Molecules 2025 dataset.

Cartesian coordinates (Å):
C 0.53838 -2.41968 1.86693
C -0.15227 -0.06759 -0.43922
O -0.03268 2.69198 -0.17858
O -0.82481 -0.93089 -0.88560
O 1.10367 1.79202 -2.20203
P -0.02068 1.67561 -1.25065
I -0.03687 -2.14272 3.95330
I -2.16662 2.18939 -2.99315
H 1.59188 -2.78814 2.12900

Summary:
Net charge = -2
F_max = 3.27 eV/Å


No. 3
The following is a quantum chemistry calculation of an isolated molecule of C19H26O4 in a non-equilibrium geometry, from the Open Molecules 2025 dataset.

Cartesian coordinates (Å):
O 3.51830 2.90411 5.17908
O -0.16317 -1.08857 -5.04229
O -1.38280 -1.69981 -3.22646
O 1.57807 2.34281 4.39376
C 2.86606 2.26771 4.41674
C -1.07756 -1.69896 -4.52448
C 3.73248 1.48757 3.45834
C 3.17175 0.63999 2.55411
C -2.02158 -2.59704 -5.34979
C -2.18583 0.34866 -2.30913
C -0.99789 -2.22461 -0.65103
C 1.11793 -0.81446 -1.06772
C -2.33219 0.48935 -0.71867
C 1.72256 -0.80447 0.31876
C -0.50345 1.70808 3.21534
C -1.14074 1.46975 1.85536
C -0.95017 -0.49985 -2.49341
C -0.43774 -0.82036 -1.09740
C 1.71551 0.50382 2.53237
C -0.92562 0.39707 -0.34593
C 1.16570 0.44071 1.09045
C 1.05719 1.82383 3.13625
C -0.41753 0.32512 1.09281
H 4.81073 1.62598 3.58434
H 3.91949 0.16893 1.90439
H -2.26884 -3.48691 -4.72459
H -1.59002 -3.00685 -6.29149
H -3.01512 -2.20450 -5.65641
H -2.25586 1.40036 -2.69925
H -3.05973 -0.20080 -2.75131
H -0.64214 -3.01837 -1.24407
H -2.06542 -2.24999 -0.60363
H -0.66030 -2.52258 0.39004
H 1.56035 -1.61052 -1.70321
H 1.48562 -0.01192 -1.57298
H -2.75702 1.45978 -0.43297
H -2.91491 -0.29277 -0.30057
H 1.52189 -1.76450 0.80949
H 2.76365 -0.73063 0.18164
H -0.94105 2.64219 3.70331
H -0.77078 0.81706 3.92401
H -0.88133 2.34172 1.26909
H -2.28437 1.35534 1.88092
H -0.11340 0.00734 -3.00243
H 1.32664 -0.22957 3.17680
H -0.40632 1.24036 -0.82670
H 1.56025 1.33750 0.57634
H 1.23452 2.60760 2.42777
H -0.66580 -0.57469 1.56441

Summary:
Net charge = 0
F_max = 3.77 eV/Å
SMILES = CC(=O)O[C@H]1CC[C@H]2[C@@H]3CC[C@H]4OC(=O)C=C[C@@H]4[C@H]3CC[C@]12C


No. 4
The following is a quantum chemistry calculation of a cluster of 2 separate species, C2H6N2O in total in a non-equilibrium geometry, from the Open Molecules 2025 dataset.

Cartesian coordinates (Å):
O -1.91649 0.00783 -0.40422
C -1.82541 0.14207 0.78386
H -1.51949 1.08786 1.25896
H -2.02582 -0.68949 1.48775
N 0.90120 -0.59706 -1.11856
C 1.54020 -0.23152 0.02124
N 1.20872 0.79116 0.70099
H 1.35581 -1.27730 -1.69458
H 0.14370 0.00294 -1.40155
H 2.46234 -0.81066 0.15724
H 1.77826 0.81215 1.54283

Summary:
Net charge = 0
F_max = 1.29 eV/Å
SMILES = [H]/N=C/N.C=O


No. 5
The following is a quantum chemistry calculation of an isolated molecule of C19H17BN2O4 in a non-equilibrium geometry, from the Open Molecules 2025 dataset.

Cartesian coordinates (Å):
N 1.39645 1.07037 -8.13981
O -0.13229 2.78466 -0.90969
C 0.76464 1.22682 -7.16743
O 2.57590 -0.94345 0.28053
O 2.19395 1.13658 -1.07891
O 2.25401 -1.95896 4.34501
B 1.82010 0.14138 -0.17188
C -0.82069 1.78583 -1.07517
C 1.99675 -1.48470 3.09041
C 0.67615 -1.30856 2.79389
C -0.61892 -2.40726 6.68045
C -1.58738 -1.86357 5.82867
C -1.22417 0.74668 -5.78844
C 0.51209 2.33645 -5.09723
C 0.66494 -2.55339 6.21941
C -1.36474 -1.63949 4.48984
C -1.82828 0.79002 -4.50567
C -0.08785 2.39908 -3.85460
C 0.02890 1.40957 -5.99316
C 1.01127 -2.11134 4.94375
C -0.01177 -1.72653 4.01557
C -1.23752 1.64581 -3.58766
N -0.54795 0.55091 -0.45114
C -1.81448 1.78402 -2.12512
C 0.05352 -1.00367 1.42845
C 0.44082 0.32056 0.64568
H 3.46462 -0.87076 -0.15528
H 1.54724 1.90167 -0.98135
H 2.80462 -1.31201 2.37745
H -0.80990 -2.67755 7.66897
H -2.64282 -1.75237 6.13659
H -1.68479 0.20446 -6.57932
H 1.46537 2.87462 -5.29637
H 1.47181 -2.88056 6.82098
H -2.22426 -1.41296 3.77131
H -2.59515 0.17134 -4.17688
H 0.24594 3.09068 -3.11061
H -0.94155 -0.32762 -0.86545
H -2.38383 2.71579 -2.14789
H -2.52474 1.03348 -1.90628
H -1.07248 -1.13498 1.48744
H 0.32797 -1.92810 0.81177
H 0.43846 1.17707 1.32917

Summary:
Net charge = 0
F_max = 4.03 eV/Å
SMILES = N#Cc1ccc(CC(=O)N[C@@H](Cc2coc3ccccc23)B(O)O)cc1


No. 6
The following is a quantum chemistry calculation of a cluster of 2 separate species, CH3NS3 in total in a non-equilibrium geometry, from the Open Molecules 2025 dataset.

Cartesian coordinates (Å):
C 1.83555 -0.28706 0.48845
N 0.16228 -0.25382 -0.93500
S 3.19093 0.03425 -0.16584
S -2.37544 0.74352 0.48438
S -1.24116 -0.71971 -0.55717
H 1.53646 -0.41855 1.55408
H 0.48839 0.55448 -1.59037
H -3.59700 0.34688 0.72147

Summary:
2S+1 = 3
Net charge = 0
F_max = 3.35 eV/Å


Calculated total energy values, unit Ha, following the record order: -3845.593442, -1239.219708, -1040.517678, -264.519892, -1169.618857, -1289.010722.
ΔE to the lowest compared entry with this formula, charge and spin values, unit kcal per mole, following the record order: 293.1, 76.5, 0.0, 42.3, 27.7, 11.6.